Molecular formula: C34H25N6O3PbS3
Method: DFT, ωB97M-V/def2-TZVPD

Its frontier orbital gap is 6.98 eV. For the energy relative to the best compared isomer or geometry (same formula, charge and spin), the calculation gives 73.31 kJ/mol. The value obtained for the LUMO energy is -3.1 eV. The value obtained for the HOMO energy is -10.040 eV. Its net charge is +1.

Cartesian coordinates (Å):
Pb  -0.4502  0.0173  -0.3707
C  2.2018  1.3194  1.5909
O  1.6243  2.6320  1.5404
C  0.4869  2.8777  2.2175
C  0.2123  4.1969  2.5247
C  -0.9067  4.5858  3.2667
C  -1.8102  3.6537  3.7340
C  -1.5646  2.3278  3.3913
C  -2.2560  1.1128  3.6324
N  -1.6349  0.1291  3.0507
N  -1.9965  -1.1558  3.0267
C  -1.4571  -2.0231  2.1646
O  -0.5635  -1.7843  1.3106
C  -2.0501  -3.4015  2.2115
C  -1.7220  -4.2769  1.1818
C  -2.2821  -5.5456  1.1335
C  -3.1713  -5.9467  2.1206
C  -3.4897  -5.0829  3.1614
C  -2.9352  -3.8116  3.2061
C  -0.4630  1.9505  2.6450
O  -0.4791  0.5957  2.4019
H  3.2651  1.4444  1.4273
H  1.8024  0.6880  0.8081
H  2.0424  0.8429  2.5568
H  0.9214  4.9391  2.1715
H  -1.0482  5.6372  3.4927
H  -2.6726  3.9319  4.3301
H  -3.1679  0.9103  4.1790
H  -1.0302  -3.9460  0.4184
H  -2.0262  -6.2213  0.3254
H  -3.6181  -6.9333  2.0787
H  -4.1749  -5.4019  3.9399
H  -3.1868  -3.1327  4.0092
S  -3.1342  -0.1667  -0.8091
C  -3.0046  1.5705  -0.7348
N  -1.8686  2.1710  -0.4911
C  -1.9782  3.5706  -0.5231
C  -0.9419  4.4818  -0.3214
C  -1.2220  5.8359  -0.4060
C  -2.5178  6.2890  -0.6768
C  -3.5558  5.3929  -0.8698
C  -3.2678  4.0307  -0.7923
S  -4.3283  2.6650  -1.0064
H  0.0588  4.1249  -0.0975
H  -0.4248  6.5579  -0.2657
H  -2.7117  7.3542  -0.7382
H  -4.5620  5.7439  -1.0794
N  3.1669  -2.1455  -2.8807
C  4.2753  -2.5694  -2.0943
C  5.4185  -3.0295  -2.7238
C  6.5069  -3.4618  -1.9741
C  6.4499  -3.4273  -0.5917
C  5.3038  -2.9520  0.0382
C  4.2220  -2.5261  -0.7091
S  2.7719  -1.9340  0.1166
N  1.8374  -1.3084  -1.1509
C  2.0841  -1.4869  -2.3874
C  1.0990  -0.9373  -3.3991
C  1.3158  -1.0464  -4.7580
C  0.3556  -0.5787  -5.6461
C  -0.7964  -0.0071  -5.1536
C  -0.9345  0.0956  -3.7784
N  -0.0134  -0.3522  -2.9225
H  3.2670  -2.2527  -3.8688
H  5.4576  -3.0581  -3.8114
H  7.3947  -3.8244  -2.4797
H  7.2901  -3.7688  0.0022
H  5.2499  -2.9259  1.1239
H  2.2198  -1.4862  -5.1585
H  0.5157  -0.6661  -6.7152
H  -1.5778  0.3533  -5.8099
H  -1.8206  0.5458  -3.3347

***

Molecular formula: C34H26ClF5P2RuS2
Method: DFT, ωB97M-V/def2-TZVPD

Its frontier orbital gap (alpha / beta) is 6.30 / 6.23 eV. As for the multiplicity: 6. For the energy relative to the best compared isomer or geometry (same formula, charge and spin), the calculation gives 109.29 kJ/mol. The value obtained for the LUMO energy (alpha / beta) is 2.6 / 1.3 eV. The value obtained for the HOMO energy (alpha / beta) is -3.721 / -4.908 eV. Its net charge is -1.

Cartesian coordinates (Å):
Ru  -0.6841  -0.4162  0.6426
S  -0.8697  -0.8029  -2.0899
P  0.9311  -1.4497  -1.4405
C  1.4076  -0.4701  -0.1711
P  2.0341  -0.5164  1.3821
S  1.0059  0.8080  2.5115
C  3.8200  -0.0931  1.2806
C  4.2769  1.2014  1.4872
C  5.6108  1.5230  1.2540
C  6.4981  0.5522  0.8101
C  6.0478  -0.7470  0.6004
C  4.7179  -1.0618  0.8355
C  2.1220  -2.0753  2.3347
C  1.2985  -3.1540  2.0521
C  1.3149  -4.2947  2.8473
C  2.1656  -4.3692  3.9362
C  2.9985  -3.2935  4.2320
C  2.9760  -2.1577  3.4399
C  0.9102  -3.2474  -1.1524
C  -0.2568  -3.9950  -1.1418
C  -0.2139  -5.3542  -0.8393
C  0.9947  -5.9700  -0.5578
C  2.1727  -5.2267  -0.5755
C  2.1255  -3.8761  -0.8689
C  2.1556  -1.3894  -2.8068
C  3.1191  -0.3872  -2.8225
C  4.0299  -0.3051  -3.8712
C  3.9809  -1.2195  -4.9136
C  3.0164  -2.2222  -4.9061
C  2.1122  -2.3032  -3.8579
H  3.5765  1.9537  1.8330
H  5.9566  2.5363  1.4190
H  7.5358  0.8033  0.6273
H  6.7308  -1.5129  0.2540
H  4.3732  -2.0778  0.6729
H  0.6286  -3.1230  1.2078
H  0.6515  -5.1148  2.6031
H  2.1804  -5.2569  4.5568
H  3.6613  -3.3403  5.0874
H  3.6182  -1.3223  3.6908
H  -1.1969  -3.5005  -1.3552
H  -1.1329  -5.9268  -0.8157
H  1.0244  -7.0264  -0.3194
H  3.1203  -5.6997  -0.3496
H  3.0428  -3.2963  -0.8734
H  3.1523  0.3143  -1.9952
H  4.7817  0.4750  -3.8698
H  4.6909  -1.1556  -5.7292
H  2.9711  -2.9410  -5.7151
H  1.3628  -3.0867  -3.8553
F  -1.9949  -1.7219  2.9286
C  -2.0291  -1.9792  1.5520
F  -1.7562  -3.3267  1.4253
C  -3.5358  -1.8658  1.2346
F  -4.0336  -0.6907  1.6528
F  -4.2666  -2.8339  1.8229
F  -3.7457  -1.9478  -0.0876
Cl  -7.0969  4.4448  0.0964
C  -5.5283  3.6782  0.1516
C  -4.7052  3.7294  -0.9655
C  -3.4640  3.1261  -0.9146
C  -3.0210  2.4605  0.2467
C  -1.7473  1.8394  0.2790
C  -3.8895  2.4214  1.3544
C  -5.1295  3.0274  1.3118
H  -5.0407  4.2371  -1.8595
H  -2.8141  3.1531  -1.7808
H  -1.3809  1.5087  1.2637
H  -1.0359  2.0007  -0.5186
H  -3.5755  1.8989  2.2501
H  -5.7903  2.9942  2.1671

***

Molecular formula: C34H26LiN8O4S
Method: DFT, ωB97M-V/def2-TZVPD

Its frontier orbital gap is 7.51 eV. For the energy relative to the best compared isomer or geometry (same formula, charge and spin), the calculation gives 49.00 kJ/mol. The value obtained for the LUMO energy is 2.0 eV. The value obtained for the HOMO energy is -5.538 eV. Its net charge is -1.

Cartesian coordinates (Å):
Li  -1.2903  -0.4014  -1.1324
O  -3.8391  -3.4938  -1.0495
C  -2.8777  -2.8331  -1.4209
N  -2.8466  -1.5414  -1.8277
C  -3.9650  -1.0044  -2.3523
O  -4.9141  -1.5480  -2.9058
C  -3.9702  0.5141  -2.2538
C  -5.0318  1.2417  -2.7788
C  -5.0305  2.6149  -2.6199
C  -3.9757  3.2123  -1.9444
C  -2.9565  2.4046  -1.4637
N  -2.9486  1.0838  -1.6177
C  -1.5145  -3.5148  -1.3834
C  -1.3754  -4.6835  -0.6354
C  -0.1558  -5.3288  -0.6327
C  0.8805  -4.8025  -1.3943
C  0.6423  -3.6381  -2.1029
N  -0.5224  -2.9951  -2.0950
H  -5.8219  0.7050  -3.2830
H  -5.8396  3.2163  -3.0185
H  -3.9356  4.2827  -1.7917
H  -2.0984  2.8250  -0.9576
H  -2.2298  -5.0407  -0.0803
H  -0.0111  -6.2345  -0.0553
H  1.8493  -5.2840  -1.4436
H  1.4268  -3.1902  -2.7056
C  -4.1050  1.9603  5.4817
C  -3.1403  1.4899  4.4276
C  -3.5833  1.1772  3.1434
C  -2.6992  0.7637  2.1632
C  -1.3479  0.6565  2.4662
C  -0.8855  0.9594  3.7351
C  -1.7846  1.3758  4.7083
S  -0.2293  0.1359  1.1902
O  -0.7853  -1.1131  0.6698
O  1.0768  0.0289  1.8147
N  -0.3636  1.1382  -0.0003
C  0.3596  2.3015  -0.1059
C  1.1123  2.8817  0.9385
C  1.7873  4.0577  0.7069
C  1.7215  4.6581  -0.5472
C  0.9558  4.0217  -1.5057
N  0.2915  2.8877  -1.3103
H  -5.1269  1.6724  5.2366
H  -4.0820  3.0481  5.5763
H  -3.8577  1.5413  6.4576
H  -4.6385  1.2515  2.9094
H  -3.0489  0.5242  1.1664
H  0.1687  0.8576  3.9512
H  -1.4247  1.6068  5.7048
H  1.1702  2.3973  1.9005
H  2.3681  4.5071  1.5045
H  2.2374  5.5816  -0.7712
H  0.8635  4.4500  -2.5002
N  8.5241  -2.7219  2.2266
C  7.6256  -2.3888  1.5921
C  6.5070  -1.9709  0.7939
C  6.7020  -1.1068  -0.2786
C  5.6266  -0.6978  -1.0438
C  4.3434  -1.1552  -0.7498
C  4.1485  -2.0290  0.3199
C  5.2239  -2.4261  1.0893
N  3.2511  -0.7400  -1.5265
C  3.2709  -0.1467  -2.7813
C  1.9711  0.0766  -3.1037
N  1.1461  -0.3502  -2.0918
C  1.9289  -0.8282  -1.1768
H  7.6961  -0.7478  -0.5072
H  5.7832  -0.0090  -1.8594
H  3.1635  -2.4064  0.5482
H  5.0694  -3.1004  1.9201
H  4.1805  0.0391  -3.3189
H  1.5753  0.5293  -3.9958
H  1.6045  -1.2050  -0.2223

***

Molecular formula: C34H27AlBrFN9O5
Method: DFT, ωB97M-V/def2-TZVPD

Its frontier orbital gap is 6.12 eV. For the energy relative to the best compared isomer or geometry (same formula, charge and spin), the calculation gives 58.94 kJ/mol. The value obtained for the LUMO energy is -3.6 eV. The value obtained for the HOMO energy is -9.762 eV. Its net charge is +1.

Cartesian coordinates (Å):
Al  -2.7853  -1.4494  2.5760
Br  1.1523  1.4102  -3.0849
C  -0.0684  2.5142  -2.1152
C  -1.3832  2.5657  -2.5456
C  -2.2784  3.3697  -1.8614
C  -1.8556  4.1066  -0.7600
C  -0.5276  4.0689  -0.3640
C  0.3747  3.2518  -1.0336
N  -2.7561  5.0514  -0.1402
N  -3.7267  4.6676  0.5241
C  -3.8689  3.2558  0.7970
C  -4.7911  2.4960  0.1355
C  -4.8874  1.1019  0.3306
C  -4.0593  0.4749  1.2297
O  -4.0179  -0.8266  1.4513
C  -3.1843  1.2903  2.0065
N  -2.4737  0.6160  2.9416
C  -1.6894  1.2789  3.7552
C  -1.5337  2.6745  3.6639
C  -2.2062  3.3658  2.6923
C  -3.0749  2.6753  1.8180
H  -1.7049  1.9951  -3.4053
H  -3.3052  3.4394  -2.1925
H  -0.1930  4.6820  0.4629
H  1.4081  3.2125  -0.7191
H  -5.4399  2.9725  -0.5897
H  -5.6002  0.5164  -0.2337
H  -1.1662  0.7019  4.5088
H  -0.8905  3.1838  4.3674
H  -2.1035  4.4412  2.6137
C  1.3683  -4.2462  -3.0198
C  1.7485  -4.5542  -1.5806
N  1.0750  -3.6633  -0.6238
C  -0.0306  -4.1011  0.0015
C  -0.8058  -3.3437  0.8338
C  -2.0156  -3.9845  1.4798
O  -2.2626  -5.1387  1.2190
O  -2.6691  -3.2180  2.2905
C  -0.4463  -2.0024  1.0506
O  -1.1404  -1.1648  1.7009
C  0.7932  -1.5452  0.4588
C  1.2634  -0.2587  0.7499
C  2.4179  0.1802  0.1849
F  2.8882  1.3986  0.5301
C  3.1277  -0.5853  -0.7585
C  2.6706  -1.8610  -1.0306
C  1.5242  -2.3717  -0.4011
N  4.2358  -0.0750  -1.4623
C  5.4349  -0.8727  -1.6366
C  5.8229  -0.8221  -3.1211
N  5.2931  0.4737  -3.6850
C  5.4732  1.5973  -2.7063
C  4.5248  1.3523  -1.5199
H  1.8897  -4.9254  -3.6941
H  1.6169  -3.2214  -3.2979
H  0.2969  -4.3804  -3.1666
H  2.8237  -4.4911  -1.4119
H  1.4539  -5.5685  -1.3218
H  -0.3316  -5.1251  -0.1864
H  0.7107  0.3699  1.4355
H  3.1841  -2.4510  -1.7755
H  5.2665  -1.9025  -1.3368
H  6.2504  -0.4874  -1.0136
H  5.3678  -1.6246  -3.6983
H  6.8999  -0.8330  -3.2768
H  4.2908  0.3624  -3.8522
H  5.7386  0.6860  -4.5767
H  5.2530  2.5344  -3.2117
H  6.5235  1.5902  -2.4216
H  3.5949  1.8940  -1.6752
H  5.0029  1.7344  -0.6135
O  -3.1763  -1.6318  4.3089
N  -3.9872  -0.9557  5.1038
C  -5.2448  -1.1044  4.8800
C  -5.7957  -1.9469  3.8494
N  -6.2407  -2.6119  3.0263
C  -6.1508  -0.3898  5.7395
N  -6.8920  0.1816  6.4039

***

Molecular formula: C34H27AsN3O4Ru
Method: DFT, ωB97M-V/def2-TZVPD

Its frontier orbital gap (alpha / beta) is 7.78 / 7.16 eV. As for the multiplicity: 2. For the energy relative to the best compared isomer or geometry (same formula, charge and spin), the calculation gives 0.00 kJ/mol. The value obtained for the LUMO energy (alpha / beta) is 0.0 / -0.5 eV. The value obtained for the HOMO energy (alpha / beta) is -7.735 / -7.694 eV.

Cartesian coordinates (Å):
Ru  -0.2220  0.5698  0.4247
O  -0.7061  1.4591  -1.2900
C  -0.7173  0.9318  -2.4945
C  -1.2635  1.7000  -3.5388
C  -1.2958  1.2355  -4.8337
C  -0.7746  -0.0204  -5.1512
C  -0.2235  -0.7804  -4.1469
C  -0.1758  -0.3408  -2.8139
C  0.4751  -1.2051  -1.8618
N  0.5854  -0.9760  -0.6050
N  1.3209  -1.8778  0.1382
C  1.3332  -1.5446  1.3971
O  0.7480  -0.4842  1.8708
C  2.0355  -2.4308  2.3511
C  2.7214  -3.5590  1.9071
C  3.3309  -4.4037  2.8189
C  3.2603  -4.1322  4.1806
C  2.5831  -3.0058  4.6246
C  1.9749  -2.1552  3.7128
H  -1.6615  2.6734  -3.2810
H  -1.7277  1.8547  -5.6104
H  -0.7995  -0.3865  -6.1686
H  0.1917  -1.7565  -4.3733
H  0.9467  -2.1134  -2.2297
H  2.7546  -3.7664  0.8466
H  3.8617  -5.2800  2.4692
H  3.7354  -4.7955  4.8919
H  2.5290  -2.7883  5.6836
H  1.4407  -1.2752  4.0462
N  1.4665  1.7942  0.2655
C  1.4075  2.7043  1.4382
C  -0.0383  3.0084  1.8454
O  -0.2820  4.0404  2.4269
O  -0.9023  2.0722  1.5629
H  2.3514  1.2978  0.2439
H  1.3810  2.3099  -0.6064
H  1.9471  3.6327  1.2672
H  1.8575  2.1795  2.2814
C  -6.2706  -0.0561  2.9519
C  -5.6938  -1.3164  3.0335
C  -4.5090  -1.5837  2.3627
C  -3.9080  -0.5832  1.6097
C  -4.4715  0.6869  1.5429
C  -5.6610  0.9448  2.2085
As  -2.2871  -0.8999  0.6200
C  -1.7986  -2.7278  0.9399
C  -1.2440  -3.2633  2.0885
C  -0.8058  -4.5806  2.0796
C  -0.9184  -5.3370  0.9204
C  -1.4832  -4.7998  -0.2280
C  -1.9377  -3.4872  -0.2263
C  -2.5804  -2.7856  -1.3587
C  -2.8849  -3.3445  -2.5951
C  -3.5291  -2.5777  -3.5546
C  -3.8679  -1.2553  -3.2976
C  -3.5515  -0.6841  -2.0734
C  -2.9138  -1.4508  -1.1143
H  -7.1943  0.1493  3.4772
H  -6.1663  -2.0937  3.6198
H  -4.0626  -2.5686  2.4166
H  -3.9726  1.4769  0.9924
H  -6.1028  1.9313  2.1577
H  -1.1261  -2.6562  2.9779
H  -0.3516  -5.0049  2.9661
H  -0.5614  -6.3591  0.9115
H  -1.5686  -5.4080  -1.1201
H  -2.6360  -4.3768  -2.8086
H  -3.7677  -3.0137  -4.5165
H  -4.3607  -0.6646  -4.0582
H  -3.7909  0.3548  -1.8789

***

Molecular formula: C34H27ClF12N2O9S
Method: DFT, ωB97M-V/def2-TZVPD

Its frontier orbital gap is 7.49 eV. The value obtained for the LUMO energy is -1.9 eV. The value obtained for the HOMO energy is -9.408 eV.

Cartesian coordinates (Å):
N  -0.5886  0.3153  -3.0588
C  0.5137  -0.6420  -3.1691
C  0.1762  -2.0710  -2.6644
C  -0.8844  -2.1290  -1.5501
C  -0.4364  -1.5018  -0.2454
C  -0.9901  -0.4268  0.3257
C  -2.1694  0.3211  -0.2843
O  -3.3854  0.1310  0.4751
C  -4.0245  -1.0051  0.1850
F  -3.4078  -2.1077  0.6922
F  -5.2232  -0.9606  0.8041
F  -4.2979  -1.1678  -1.1182
C  -0.4908  0.0879  1.6509
O  -1.1835  0.9240  2.1977
C  0.7785  -0.4466  2.2524
C  1.3763  0.1364  3.3788
C  0.7961  1.3854  4.0313
C  0.7875  2.6274  3.1140
C  1.9701  3.5832  3.3794
F  1.5767  4.3571  4.4505
F  3.0926  2.9533  3.7858
C  2.1973  4.5990  2.2129
F  2.6661  5.7550  2.6902
F  0.9870  4.8679  1.6960
S  3.3380  4.0160  0.8256
F  2.1189  4.0114  -0.2254
F  3.5833  5.5471  0.4103
F  4.5873  4.0321  1.7940
F  3.0283  2.4769  1.0964
F  4.3157  3.5807  -0.3465
C  2.5362  -0.4381  3.9261
C  3.2184  0.1076  5.1783
C  2.4938  -0.5267  6.4463
O  1.4668  -1.4519  6.0391
C  3.1145  -1.5578  3.3327
Cl  4.5666  -2.2948  3.9650
C  2.5406  -2.1237  2.1808
N  3.2035  -3.2589  1.5914
C  4.0786  -2.8816  0.8155
O  4.6918  -2.4512  -0.0811
C  1.3742  -1.5809  1.6546
C  0.7364  -2.1941  0.4227
O  1.1266  -3.2456  -0.0277
H  -1.0728  0.4485  -3.9366
H  -0.2725  1.2260  -2.7368
H  0.7539  -0.7433  -4.2439
H  1.4445  -0.2770  -2.7106
H  -0.2489  -2.6187  -3.5226
H  1.0897  -2.6229  -2.4110
H  -1.8553  -1.7615  -1.8902
H  -1.0497  -3.1992  -1.3322
H  -2.2760  0.1321  -1.3527
H  -1.9255  1.3871  -0.1820
H  1.2632  1.6297  4.9910
H  -0.2546  1.1777  4.2760
H  0.7587  2.3825  2.0477
H  -0.1050  3.2371  3.2945
H  3.0919  1.1865  5.2709
H  4.2736  -0.1616  5.2074
H  3.1976  -1.1315  7.0269
H  1.9901  0.2468  7.0372
H  0.6053  -1.0538  6.1938
C  -0.0329  3.8248  -4.9632
C  0.2258  4.2409  -6.2002
C  1.5922  4.1488  -6.7727
O  1.8290  4.5290  -7.8979
C  2.6561  3.5738  -5.9132
C  2.3956  3.1581  -4.6763
C  1.0314  3.2509  -4.1069
O  0.7940  2.8686  -2.9785
H  -1.0223  3.8842  -4.5270
H  -0.5377  4.6623  -6.8416
H  3.6456  3.5140  -6.3480
H  3.1581  2.7364  -4.0335
C  -6.3054  -4.3034  -0.6822
C  -5.0108  -4.5931  -0.7924
C  -4.5302  -5.5828  -1.7870
O  -3.3516  -5.8496  -1.8907
C  -5.5441  -6.2355  -2.6515
C  -6.8373  -5.9453  -2.5394
C  -7.3196  -4.9550  -1.5460
O  -8.4980  -4.6887  -1.4454
H  -6.6775  -3.5840  0.0368
H  -4.2609  -4.1257  -0.1689
H  -5.1716  -6.9540  -3.3706
H  -7.5919  -6.4111  -3.1605

***

no.,F_max (eV Å⁻¹),calculated total energy (eV)
1,0.8,-88494.1259
2,1.1,-104620.1927
3,0.6,-66836.1000
4,0.5,-138697.9902
5,0.6,-111779.5690
6,2.1,-113066.9761